# C44H38IN3PPd

C44H38IN3PPd as an isolated structure at a distorted geometry (the ωB97M-V functional and the def2-TZVPD basis, the OMol25 dataset).

Output
net charge: -1
energy relative to the best compared isomer or geometry (same formula, charge and spin): 10.5 kJ/mol
max |F|: 1.04 eV/Å
calculated total energy: -2630.73776 hartree
E_HOMO: -2.83 eV
2S+1: 1

Geometry (Å):
I 0.210 0.863 3.164
Pd -0.627 -0.185 0.711
P -1.755 1.735 0.358
N 3.151 -1.781 -1.405
N 1.058 -2.651 -1.086
N 1.792 -0.948 0.336
C -5.142 1.657 -2.131
C -0.370 4.140 -0.266
C 4.334 -5.270 -1.924
C -3.988 4.775 1.970
C -2.312 2.788 3.119
C -1.837 -4.846 -0.603
C 3.956 2.052 0.615
C -3.957 2.085 -1.534
C -2.119 -2.923 0.807
C 4.798 -5.198 -3.231
C -2.509 2.553 5.967
C 0.182 -5.082 -2.075
C -3.218 3.513 5.328
C 1.967 -1.741 -0.654
C 3.526 -0.359 1.885
C -3.380 1.369 -0.486
C -0.803 2.676 -2.108
C 3.382 -4.266 0.177
C -3.144 3.649 3.920
C 2.789 -0.056 0.735
C 3.797 -4.163 -1.268
C -0.635 -4.317 -1.056
C 2.991 1.190 0.098
C 0.385 4.964 -1.097
C 0.529 4.658 -2.442
C 2.134 1.603 -1.071
C 4.485 0.520 2.377
C -3.942 4.648 3.319
C 4.711 1.728 1.737
C -3.262 3.868 1.177
C -2.446 2.886 1.684
C 4.172 -2.885 -3.293
C -2.574 -4.156 0.351
C -1.469 1.898 3.874
C -0.212 -3.072 -0.552
C -5.228 -0.199 -0.616
C -0.067 3.505 -2.943
C -5.780 0.514 -1.675
C -0.937 -2.297 0.361
C 4.732 -3.993 -3.914
C 3.700 -2.956 -1.983
C -0.992 2.992 -0.758
C -1.611 1.759 5.224
C -4.038 0.219 -0.040
H 0.057 3.242 -3.988
H -4.525 5.299 3.963
H -1.218 1.753 -2.494
H 4.412 -6.206 -1.379
H 2.457 1.138 -2.008
H 3.321 -1.294 2.396
H -2.722 -2.416 1.552
H 5.047 0.259 3.267
H 3.768 -0.999 -1.262
H 2.156 2.686 -1.206
H 4.081 -1.942 -3.820
H -6.696 0.174 -2.148
H 0.858 5.850 -0.690
H -0.309 -6.025 -2.321
H -2.179 -5.800 -0.990
H 0.302 -4.526 -3.014
H -3.567 -0.366 0.736
H -5.561 2.221 -2.958
H -5.705 -1.107 -0.263
H -3.861 4.189 5.879
H 5.218 -6.078 -3.708
H 5.092 -3.919 -4.933
H 5.451 2.421 2.120
H 3.674 -3.372 0.731
H -2.590 2.420 7.041
H -0.978 1.046 5.737
H -3.377 3.934 0.103
H -0.464 4.387 0.784
H 1.108 1.289 -0.899
H -4.603 5.536 1.503
H 2.298 -4.363 0.286
H 3.851 -5.134 0.643
H 4.097 3.014 0.132
H -3.484 2.987 -1.905
H 1.364 -3.161 -1.894
H 1.114 5.298 -3.091
H 1.188 -5.321 -1.708
H -3.505 -4.576 0.725